[1]
Molecular formula: C9H11NO2S
Method: DFT, the ωB97M-V functional and the def2-TZVPD basis

```
24
Properties=species:S:1:pos:R:3:lowdin_charge:R:1
C 2.41 2.10 0.06 -0.081
C 1.28 2.81 -0.17 -0.119
C 2.33 0.68 0.19 -0.042
C 0.10 2.15 -0.24 -0.094
C 1.12 0.06 0.25 -0.247
C 0.04 0.79 -0.01 -0.050
C 0.96 -1.50 0.47 -0.093
C -0.25 -2.07 -0.33 -0.146
C -1.74 -0.11 -0.38 -0.357
N -1.61 -1.42 -0.05 -0.082
O -3.01 2.13 -0.27 -0.492
O -4.36 -0.11 0.12 -0.311
S -3.03 0.84 0.49 0.933
H 3.39 2.49 0.27 0.094
H 1.38 3.96 -0.17 0.140
H 3.22 0.08 0.43 0.114
H -0.83 2.72 -0.08 0.096
H 1.96 -1.81 0.16 0.104
H 0.92 -1.61 1.54 0.100
H -0.19 -1.87 -1.41 0.121
H -0.29 -3.17 -0.19 0.119
H -1.59 0.41 -1.34 0.111
H -1.83 -1.72 0.88 0.113
H -4.41 0.00 -0.86 0.070
```

Values from the calculation:
Strongest force on any atom: 5.22 eV/A
Calculated total energy: -25928.034 eV
Net charge: 0
E_LUMO: 0.687 eV
Relative energy (zero: lowest compared OMol25 entry of this formula, charge and spin): 4.242 eV
E_HOMO: -8.502 eV


[2]
Molecular formula: C9H11NO3
Method: DFT, the ωB97M-V functional and the def2-TZVPD basis

```
24
Properties=species:S:1:pos:R:3:lowdin_charge:R:1
C 2.01 -0.35 -0.39 -0.315
C 3.46 0.31 -0.23 -0.535
C 1.12 0.81 -0.08 -0.113
C -0.39 0.56 -0.14 -0.231
C -0.97 -0.65 -0.47 -0.054
C -1.28 1.51 0.34 -0.041
C -2.37 -0.87 -0.58 0.000
C -2.65 1.19 0.48 -0.038
C -3.29 0.14 -0.12 -0.347
H 1.44 -2.19 0.19 0.076
H 1.48 -1.19 1.42 0.134
H 1.97 -0.71 -1.40 0.158
H 1.28 1.45 -0.94 0.132
H 1.46 1.41 0.81 0.153
H -0.43 -1.46 -0.91 0.090
H -0.93 2.57 0.69 0.152
H -2.89 -1.86 -0.62 0.123
H -3.31 1.94 1.01 0.135
H -4.77 -0.89 -0.57 0.098
H 3.64 -1.06 1.07 0.123
N 1.97 -1.43 0.53 0.036
O 3.87 1.23 -0.88 0.110
O -4.58 -0.20 0.07 0.059
O 4.16 -0.25 0.72 0.095
```

Values from the calculation:
SMILES: N[C@@H](Cc1ccc(O)cc1)C(=O)O
Strongest force on any atom: 3.87 eV/A
Calculated total energy: -17143.192 eV
Net charge: 0
E_LUMO: 0.495 eV
Relative energy (zero: lowest compared OMol25 entry of this formula, charge and spin): 1.569 eV
E_HOMO: -8.920 eV


[3]
Molecular formula: C9H11NO3
Method: DFT, the ωB97M-V functional and the def2-TZVPD basis

```
24
Properties=species:S:1:pos:R:3:lowdin_charge:R:1
C -0.24 1.40 1.31 -0.266
C -1.00 1.67 2.56 -0.512
C -0.01 -0.17 1.21 -0.106
C 0.15 -0.55 -0.26 -0.223
C -0.99 -0.96 -0.98 -0.067
C 1.43 -0.99 -0.76 -0.034
C -0.88 -1.53 -2.20 -0.043
C 1.59 -1.38 -2.08 -0.013
C 0.40 -1.64 -2.79 -0.314
H 1.25 2.86 0.59 0.115
H 1.74 1.26 0.59 0.074
H -0.83 1.75 0.43 0.160
H -0.98 -0.59 1.55 0.114
H 0.84 -0.59 1.84 0.150
H -2.08 -0.70 -0.58 0.168
H 2.32 -0.81 -0.32 0.066
H -1.80 -1.69 -2.78 0.117
H 2.56 -1.75 -2.58 0.154
H -0.20 -2.53 -4.29 0.093
H 0.62 2.41 3.13 0.090
N 1.18 1.95 1.16 0.016
O -2.17 1.43 2.72 0.110
O 0.64 -2.23 -3.99 0.052
O -0.26 2.26 3.54 0.099
```

Values from the calculation:
SMILES: N[C@@H](Cc1ccc(O)cc1)C(=O)O
Strongest force on any atom: 4.29 eV/A
Calculated total energy: -17143.100 eV
Net charge: 0
E_LUMO: 0.621 eV
Relative energy (zero: lowest compared OMol25 entry of this formula, charge and spin): 1.660 eV
E_HOMO: -8.637 eV


[4]
Molecular formula: C9H11NO5
Method: DFT, the ωB97M-V functional and the def2-TZVPD basis

```
26
Properties=species:S:1:pos:R:3:lowdin_charge:R:1
N 3.59 -3.56 2.93 -0.212
O 3.08 -4.66 2.88 0.165
O 2.30 -2.24 3.17 -0.010
O 4.69 -3.08 2.76 0.167
C -2.04 2.39 -2.19 -0.056
C -1.63 1.55 -1.02 -0.236
C -0.50 0.71 -1.07 -0.179
C -0.18 -0.04 0.08 -0.138
C -0.97 0.02 1.22 -0.027
C -2.09 0.87 1.26 -0.065
C -2.41 1.62 0.14 -0.052
C 1.04 -0.93 0.20 -0.144
O 0.99 -1.40 1.53 -0.115
O 2.23 -2.13 1.84 -0.150
C 0.34 0.65 -2.32 -0.035
H -2.93 2.97 -1.93 0.073
H -1.27 3.11 -2.47 0.084
H -2.29 1.79 -3.07 0.084
H -0.70 -0.56 2.09 0.114
H -2.66 0.91 2.18 0.104
H -3.27 2.28 0.16 0.107
H 1.02 -1.78 -0.50 0.138
H 1.99 -0.38 0.06 0.139
H 1.17 -0.05 -2.18 0.068
H -0.25 0.31 -3.18 0.089
H 0.75 1.63 -2.58 0.089
```

Values from the calculation:
Strongest force on any atom: 3.75 eV/A
Calculated total energy: -21228.118 eV
Net charge: 0
E_LUMO (alpha / beta): -1.670 / -1.655 eV
Relative energy (zero: lowest compared OMol25 entry of this formula, charge and spin): 11.374 eV
E_HOMO (alpha / beta): -8.878 / -8.887 eV


[5]
Molecular formula: C9H11NO7P2PdS2Se
Method: DFT, the ωB97M-V functional and the def2-TZVPD basis

```
34
Properties=species:S:1:pos:R:3:lowdin_charge:R:1
Pd -0.26 -0.41 0.66 0.394
C 3.17 -3.34 1.19 -0.062
C 2.87 -2.04 1.92 -0.595
O 3.86 -1.75 2.90 -0.040
P 2.86 -0.64 0.77 0.497
O 2.93 0.69 1.61 -0.116
O 4.24 -0.62 -0.01 -0.065
O 1.70 -0.73 -0.20 -0.409
P 1.16 -2.06 2.65 0.307
O 1.52 -2.35 4.19 -0.116
O 0.69 -0.61 2.58 -0.457
O 0.29 -3.09 2.05 -0.288
H 4.19 -3.31 0.80 0.085
H 2.46 -3.50 0.38 0.086
H 3.08 -4.18 1.88 0.092
H 3.53 -2.01 3.76 0.084
H 2.21 0.65 2.29 0.069
H 4.14 -0.72 -0.97 0.106
H 1.06 -3.13 4.51 0.098
S -2.25 -0.43 1.58 0.785
C -3.30 0.11 0.34 -0.709
C -4.60 0.54 0.64 -0.116
C -5.43 0.94 -0.38 -0.070
C -4.97 0.96 -1.71 -0.070
C -3.69 0.59 -2.01 -0.114
C -2.85 0.13 -0.98 -0.711
S -1.24 -0.39 -1.33 0.757
H -4.94 0.56 1.67 0.110
H -6.44 1.26 -0.15 0.107
H -5.63 1.30 -2.50 0.107
H -3.31 0.64 -3.03 0.110
Se 0.01 2.03 0.45 0.785
C -1.67 2.61 0.08 -0.773
N -2.75 2.95 -0.17 0.133
```

Values from the calculation:
Strongest force on any atom: 0.76 eV/A
Calculated total energy: -134413.820 eV
Net charge: 0
E_LUMO: -2.609 eV
Relative energy (zero: lowest compared OMol25 entry of this formula, charge and spin): 0.059 eV
E_HOMO: -8.610 eV